No. 1
ORCA calculation (wB97M-V/def2-TZVPD) on a structure of composition C32H56BIrN4O2PSe2.

```
! wB97M-V def2-TZVPD RIJCOSX def2/J DEFGRID3
* xyz 3 5
Ir -0.3681 -0.2672 0.2643
C 3.7967 -0.3732 1.4190
Se 2.5519 -0.9608 0.0403
C 2.0608 -2.6890 0.8083
C 1.6315 -2.6202 2.2570
Se 0.4133 -1.1199 2.6023
C -1.0386 -2.0162 3.5156
H 4.5619 -1.1365 1.5412
H 3.2873 -0.1894 2.3614
H 4.2598 0.5419 1.0589
H 2.9127 -3.3592 0.7041
H 1.2624 -3.0422 0.1658
H 2.4793 -2.4837 2.9236
H 1.1115 -3.5302 2.5549
H -1.3553 -2.8867 2.9561
H -1.8510 -1.2981 3.5869
H -0.7010 -2.3027 4.5083
C 3.8272 -2.3046 -3.3122
C 2.3860 -2.5536 -3.7655
C 2.3907 -3.1660 -5.1772
C 1.6004 -3.4715 -2.8342
C 2.1594 -4.7051 -2.5135
C 1.4728 -5.6356 -1.7563
C 0.1771 -5.3636 -1.3515
C -0.4411 -4.1529 -1.6434
C -1.9120 -4.0504 -1.2394
C -2.8423 -3.2773 -2.1802
C -2.0568 -3.5573 0.1957
C 0.3087 -3.1872 -2.3390
N -0.2685 -1.9004 -2.6423
B -0.5528 -0.7062 -1.7821
N -0.9774 0.2905 -2.8179
C -0.9588 -0.2811 -4.0250
C -0.5031 -1.5992 -3.9179
C -1.4876 1.6339 -2.6977
C -2.8800 1.7997 -2.6403
C -3.3875 3.0972 -2.5710
C -2.5353 4.1942 -2.5733
C -1.1687 4.0022 -2.6695
C -0.6100 2.7297 -2.7730
C 0.8793 2.6557 -3.1022
C 1.7466 1.9616 -2.0503
C 1.1428 2.0521 -4.4913
C -3.8575 0.6364 -2.6918
C -4.8419 0.7803 -3.8588
C -4.6012 0.4923 -1.3578
H 4.3098 -1.6082 -3.9997
H 4.4122 -3.2250 -3.3128
H 3.8622 -1.8759 -2.3145
H 1.8980 -1.5792 -3.8295
H 2.9804 -4.0833 -5.1927
H 2.8344 -2.4692 -5.8901
H 1.3842 -3.4183 -5.5207
H 3.1414 -4.9514 -2.8978
H 1.9244 -6.5934 -1.5301
H -0.3915 -6.1325 -0.8392
H -2.2676 -5.0821 -1.2472
H -2.7600 -2.1966 -2.0406
H -3.8748 -3.5578 -1.9656
H -2.6468 -3.5217 -3.2268
H -1.6231 -2.5491 0.2969
H -1.5473 -4.2343 0.8826
H -3.1092 -3.4907 0.4828
H -1.2681 0.2403 -4.9200
H -0.3832 -2.3178 -4.7162
H -4.4599 3.2464 -2.6494
H -2.9422 5.1992 -2.5603
H -0.5148 4.8636 -2.7415
H 1.2095 3.6940 -3.1515
H 1.5744 0.8845 -2.0399
H 1.5462 2.3570 -1.0530
H 2.8008 2.1235 -2.2843
H 1.1131 0.9611 -4.4726
H 2.1369 2.3420 -4.8326
H 0.4230 2.4144 -5.2279
H -3.3062 -0.2875 -2.8544
H -5.5601 1.5847 -3.6909
H -5.4071 -0.1443 -3.9816
H -4.3203 0.9850 -4.7953
H -5.2739 1.3410 -1.1957
H -3.8939 0.4140 -0.5221
H -5.2179 -0.4080 -1.3633
N -3.9178 2.5424 1.2693
C -2.7726 3.3040 1.8575
P -1.3792 2.1002 2.0596
O -2.0551 0.7646 2.0928
O -0.2566 2.2581 1.0559
C -0.5240 2.5918 3.6513
N 0.7635 3.2844 3.2866
H -4.8246 2.9190 1.5453
H -3.8388 1.5615 1.5800
H -3.8711 2.5476 0.2459
H -3.0717 3.6719 2.8381
H -2.4983 4.1427 1.2200
H -0.2960 1.6716 4.1862
H -1.1335 3.2196 4.2962
H 0.9075 3.0434 2.2741
H 1.5597 2.9797 3.8442
H 0.7025 4.2983 3.3719
*
```

ΔE to the lowest compared entry with this formula, charge and spin = 0.000 eV
LUMO level (spin up / spin down) = -7.411 / -9.530 eV
<S²> = 6.0151
Kohn-Sham gap (spin up / spin down) = 8.0 / 6.1 eV


No. 2
ORCA calculation (wB97M-V/def2-TZVPD) on a cluster of 7 separate species, C32H56FN9OP in total.

```
! wB97M-V def2-TZVPD RIJCOSX def2/J DEFGRID3
* xyz 1 1
C -3.7508 -0.0154 -1.4958
C -2.5608 0.6270 -2.2321
F -2.9846 0.9489 -3.5196
C -1.3009 -0.2281 -2.3181
C -1.3320 -1.5966 -2.2939
N -0.2284 -2.3194 -2.3718
C 0.9719 -1.7823 -2.5155
C 1.0857 -0.4180 -2.5726
C 2.4823 0.1911 -2.7896
N 2.6739 0.3563 -4.2574
C -0.0594 0.4307 -2.4621
P -0.0118 2.3078 -2.5166
N 0.7003 2.7244 -0.9833
O 1.0986 2.8025 -3.6423
H -4.6857 0.1445 -2.0388
H -3.6636 -1.1031 -1.3833
H -3.8241 0.3721 -0.4733
H -2.3448 1.5846 -1.7501
H -2.2654 -2.1390 -2.2021
H -0.2419 -3.3400 -2.3613
H 1.8562 -2.3963 -2.5945
H 3.2803 -0.4753 -2.4470
H 2.5627 1.1451 -2.2633
H 1.8038 0.7274 -4.6348
H 2.6783 -0.5996 -4.6141
H 0.1743 3.4771 -0.5487
H 0.6307 1.8800 -0.4200
H 1.6117 3.5145 -3.2327
C -0.0363 7.5547 -0.7080
C 0.9880 7.7502 0.4046
C 1.4989 6.4265 0.9836
C 0.3871 5.6546 1.5633
N -0.4786 5.0197 1.9788
H -0.9319 7.0481 -0.3439
H -0.3496 8.5177 -1.1100
H 0.3825 6.9660 -1.5284
H 0.5416 8.3503 1.1995
H 1.8364 8.3152 0.0147
H 2.2371 6.6136 1.7642
H 1.9751 5.8268 0.2050
C -0.2269 2.3862 4.1299
C -1.5548 1.7615 4.5417
C -1.4134 0.8191 5.7385
C -0.5006 -0.2648 5.3456
N 0.1832 -1.1319 5.0217
H 0.4968 1.6290 3.8209
H -0.3682 3.0587 3.2889
H 0.2069 2.9584 4.9520
H -1.9721 1.2066 3.6973
H -2.2628 2.5570 4.7821
H -2.3801 0.3946 6.0113
H -1.0182 1.3399 6.6115
C 2.5076 -5.2422 3.0430
C 1.4833 -4.2899 3.6517
C 0.1239 -4.3281 2.9442
C 0.2533 -3.9337 1.5285
N 0.3538 -3.6174 0.4247
H 2.7317 -4.9818 2.0067
H 3.4442 -5.1969 3.5986
H 2.1495 -6.2738 3.0673
H 1.8783 -3.2734 3.6229
H 1.3399 -4.5479 4.7017
H -0.5686 -3.6410 3.4318
H -0.3034 -5.3314 2.9901
C 0.0001 -4.7404 -6.2724
C 1.5014 -5.0026 -6.3307
C 2.0159 -5.8074 -5.1306
C 1.7639 -5.0800 -3.8779
N 1.5678 -4.5091 -2.8964
H -0.2692 -4.1379 -5.4016
H -0.3245 -4.1936 -7.1571
H -0.5606 -5.6758 -6.2285
H 2.0288 -4.0476 -6.3859
H 1.7333 -5.5493 -7.2452
H 3.0884 -5.9810 -5.2228
H 1.5205 -6.7779 -5.0776
C 5.4697 0.8741 1.2442
C 4.3483 1.5474 0.4609
C 4.1690 3.0211 0.8050
C 3.8284 3.1658 2.2301
N 3.5562 3.2780 3.3430
H 5.2693 0.8819 2.3164
H 5.5729 -0.1681 0.9410
H 6.4244 1.3736 1.0694
H 3.4112 1.0163 0.6499
H 4.5587 1.4618 -0.6083
H 3.3623 3.4361 0.1977
H 5.0728 3.5978 0.6017
C -5.3466 -0.5311 2.6482
C -6.6943 -1.2433 2.6890
C -6.9329 -2.1395 1.4690
C -6.9140 -1.3409 0.2322
N -6.9041 -0.7152 -0.7344
H -5.2760 0.1424 1.7918
H -5.2071 0.0705 3.5466
H -4.5246 -1.2491 2.5903
H -7.4891 -0.4983 2.7582
H -6.7485 -1.8545 3.5914
H -7.8998 -2.6366 1.5488
H -6.1620 -2.9090 1.4026
*
```

LUMO level = -3.767 eV
Kohn-Sham gap = 7.4 eV


No. 3
ORCA calculation (wB97M-V/def2-TZVPD) on a structure of composition C32H56N2O3P2Sc.

```
! wB97M-V def2-TZVPD RIJCOSX def2/J DEFGRID3
* xyz 1 1
Sc -0.1347 -0.8339 -1.0946
C -2.1921 1.5765 0.0765
C -2.6360 0.6698 -0.9298
C -2.2513 -0.5279 0.9938
C -2.0006 0.8362 1.2745
C -2.5959 -0.6630 -0.3777
C -2.1532 3.0439 -0.0428
H -1.9057 3.3666 -1.0648
H -1.4130 3.4938 0.6330
H -3.1334 3.4832 0.2110
C -1.7641 1.4031 2.6174
H -1.1722 2.3258 2.5770
H -1.2332 0.6864 3.2592
H -2.7186 1.6420 3.1176
C -2.3631 -1.6375 1.9613
H -3.4162 -1.8890 2.1927
H -1.8636 -1.4141 2.9103
H -1.9088 -2.5581 1.5552
C -3.1818 -1.9137 -0.9408
H -4.1472 -1.7166 -1.4251
H -3.3575 -2.6474 -0.1423
H -2.5308 -2.4176 -1.6671
C -3.4143 1.0808 -2.1190
H -4.4347 1.3976 -1.8218
H -3.5352 0.2464 -2.8250
H -2.9772 1.9376 -2.6531
C 1.7272 0.3194 -1.7431
C 0.6024 1.1140 -1.9142
C 0.0442 1.4824 -3.2755
C -0.8225 0.4097 -3.9692
C -0.8368 -0.9318 -3.2640
C 0.3065 -1.7141 -3.1953
C 1.6212 -1.2397 -3.8014
C 2.4645 -0.3126 -2.8914
H 0.8659 1.7580 -3.9583
H -0.4560 0.3005 -5.0067
H -0.5614 2.3969 -3.1680
H 2.9125 0.4717 -3.5250
H 2.3340 0.4859 -0.8484
H 0.3393 1.8330 -1.1243
H 3.3099 -0.8879 -2.4880
H 2.2418 -2.1137 -4.0674
H 0.2118 -2.8076 -3.1546
H 1.4561 -0.7056 -4.7522
H -1.8527 0.7867 -4.0640
H -1.8333 -1.3918 -3.2033
P 2.1758 3.1903 -0.0026
C 1.6987 3.7565 1.6633
H 2.5195 3.6017 2.3791
H 0.8199 3.1762 1.9911
H 1.4355 4.8206 1.5816
C 3.8476 2.5291 0.2862
H 4.5059 3.3899 0.4382
H 4.1683 1.9674 -0.5990
H 3.8523 1.8688 1.1655
C 2.4649 4.7243 -0.9376
H 2.2977 4.5063 -2.0032
H 3.5005 5.0467 -0.7791
H 1.7550 5.4921 -0.6061
P 0.9564 -3.5148 -0.7014
C -0.1745 -4.8778 -1.1138
H 0.4217 -5.6610 -1.5989
H -0.9741 -4.5450 -1.7878
H -0.6094 -5.2597 -0.1814
C 2.4747 -3.9572 -1.6080
H 2.3344 -4.0059 -2.6968
H 2.7478 -4.9526 -1.2302
H 3.2681 -3.2345 -1.3704
C 1.4385 -4.0439 0.9871
H 1.8174 -5.0783 0.9500
H 0.5536 -4.0133 1.6442
H 2.2267 -3.3823 1.3817
C 4.2958 -1.5804 4.9720
C 3.3306 -0.5501 5.5236
C 2.1853 -0.0835 4.5636
C 1.3725 0.9914 5.3506
C 0.8849 0.5288 6.7276
C 1.3324 -1.2837 4.1957
O 1.0872 -2.2511 4.9090
N 0.7979 -1.2470 2.9026
C 1.2780 -0.4996 1.8518
O 0.6769 -0.6920 0.7273
N 2.2925 0.3018 2.0148
C 2.7807 0.5376 3.2749
O 3.7522 1.3037 3.3924
H 3.7810 -2.4517 4.5557
H 4.9147 -1.9241 5.8078
H 4.9577 -1.1445 4.2153
H 2.8545 -0.9638 6.4283
H 3.8894 0.3581 5.8156
H 2.0415 1.8603 5.4851
H 0.5257 1.3349 4.7344
H 1.6756 0.6432 7.4837
H 0.0431 1.1523 7.0493
H 0.5558 -0.5182 6.7031
H 0.1929 -2.0052 2.6047
*
```

ΔE to the lowest compared entry with this formula, charge and spin = 3.453 eV
LUMO level (spin up / spin down) = -4.875 / -4.955 eV
Kohn-Sham gap (spin up / spin down) = 5.0 / 4.8 eV